Below is the molecule C7H7NO4 at a distorted geometry, with properties calculated with the ωB97M-V functional and the def2-TZVPD basis.

Structure (XYZ):
```
19
Properties=species:S:1:pos:R:3:forces:R:3:nbo_charge:R:1
O 1.28594 2.80596 3.20833 0.7334 1.0628 1.3897 -0.402
C 1.23915 2.58496 2.09371 -0.1853 -1.2772 1.7374 0.797
C 0.93142 2.12696 0.93818 -0.5396 0.3698 -4.1311 -0.665
C 1.43458 0.89461 0.26483 -0.2121 0.6392 0.7943 0.577
O 2.23355 0.18520 0.82485 0.6221 -0.4326 0.2499 -0.563
C 0.81800 0.46208 -1.04396 -1.3167 0.9057 1.9180 -0.493
C -0.59215 -0.10828 -0.80372 0.5963 -1.2526 -2.7476 -0.209
N -0.53548 -1.34054 -0.04467 0.1055 0.8414 -1.0045 -0.641
C -0.35633 -1.24843 1.29449 -0.5395 -0.0866 0.7411 0.107
O -1.64430 -1.37185 2.19013 -1.0798 -0.8159 0.3660 -0.481
C -1.04531 -0.24007 2.13616 0.8755 -2.5952 -1.5927 0.773
O -1.21468 0.85110 2.46293 -0.4033 3.4604 1.3676 -0.540
H 0.30685 2.88853 0.44133 0.1325 -0.6683 -0.1896 0.269
H 0.73904 1.27739 -1.70269 -0.1741 1.3056 -0.8769 0.218
H 1.42829 -0.25513 -1.49304 0.9473 -1.3246 -0.5064 0.235
H -1.33110 0.54593 -0.46433 -0.7553 1.5662 1.1967 0.199
H -0.96553 -0.26114 -1.85237 0.2300 -0.6625 0.8916 0.213
H -1.03298 -2.13271 -0.38823 -0.0183 -0.4733 -0.2172 0.404
H 0.30913 -1.93323 1.73212 0.9814 -0.5622 0.6136 0.202
```
Forces are in eV/Å.

Highest occupied orbital energy, eV: -9.42
Structure (SMILES): O=C=CC(=O)CCN[C@@H]1OC1=O
Net charge: 0

---

Below is the molecule C7H7NS at a distorted geometry, with properties calculated with the ωB97M-V functional and the def2-TZVPD basis.

Structure (XYZ):
```
16
Properties=species:S:1:pos:R:3:forces:R:3:nbo_charge:R:1
C -0.90579 0.54067 1.07710 0.5942 1.8760 0.7373 0.111
C -1.79590 0.04968 0.27089 -0.3293 -1.0664 -0.2724 -0.334
C -1.54692 0.02032 -1.16449 -2.9449 -0.4629 -2.4279 -0.181
C -0.42139 -0.40234 -1.78024 -0.8860 1.0831 -1.4009 -0.209
C 0.65651 -0.90700 -0.95049 1.2364 -0.7882 1.4049 -0.287
C 1.53531 -0.12253 -0.31375 -0.7241 -0.3732 -1.1857 0.007
N 2.26036 -0.28468 0.86554 0.0221 0.6114 0.3411 -0.752
S 1.65738 0.75312 2.11122 -0.2261 1.1927 0.0405 0.393
C -0.01566 1.34664 1.64442 -0.0257 -2.0986 1.8513 -0.468
H -2.68217 -0.52610 0.57942 0.5475 0.2219 0.2668 0.234
H -2.60492 0.05646 -1.76325 2.8942 0.3991 0.9504 0.207
H -0.34897 -0.36957 -2.90397 -0.3287 -0.4270 1.2735 0.223
H 0.50840 -1.94816 -0.63871 0.1751 0.2002 0.0526 0.207
H 1.61409 0.85281 -0.76548 0.1231 0.6011 0.4860 0.196
H 2.40272 -1.16671 1.31665 -0.4612 -0.8494 -0.6061 0.391
H -0.31305 2.10739 2.41513 0.3334 -0.1197 -1.5113 0.260
```
Forces are in eV/Å.

Highest occupied orbital energy, eV: -8.05
Structure (SMILES): C1=C/C=C\C=C\NSC=1
Net charge: 0

---

Below is a cluster of 2 separate species, C7H7NS in total at a distorted geometry, with properties calculated with the ωB97M-V functional and the def2-TZVPD basis.

Structure (XYZ):
```
16
Properties=species:S:1:pos:R:3:forces:R:3:nbo_charge:R:1
C -2.45917 1.57303 0.93945 -1.4724 1.6296 2.6813 -0.403
C -1.61410 1.01476 0.10640 0.8348 0.7354 0.3102 -0.119
C -0.78130 -0.22125 -0.02293 1.2074 1.3515 -0.4928 -0.054
C 0.35114 0.49211 -0.54982 -4.0670 1.5436 0.8078 0.007
C 1.71744 0.33838 -0.92304 2.7020 -1.6284 0.3046 -0.681
C -0.68391 1.41902 -0.93063 1.0229 -1.7165 -0.1074 -0.066
H -2.83558 2.70281 0.93070 1.0640 -2.7223 -0.4060 0.221
H -2.70074 1.03612 1.92793 0.0154 0.6511 -1.8941 0.217
H 2.15069 -0.60088 -0.39172 -0.5087 1.5481 -1.2475 0.253
H 2.35913 1.20635 -0.65851 -0.6179 -0.4417 0.1746 0.255
H 1.81613 0.28567 -2.02473 -0.0292 -0.3579 0.4557 0.250
H -0.87308 1.75420 -1.93396 -0.2261 0.2037 -0.4452 0.207
N 0.07332 -2.71959 0.66938 0.9774 0.6486 0.7376 -0.662
C 1.22469 -3.00619 0.90896 -3.7321 0.8467 -0.5835 0.164
S 2.62100 -3.54060 1.20664 2.6480 -0.8257 0.4529 0.001
H -0.36564 -1.73394 0.74587 0.1816 -1.4657 -0.7483 0.411
```
Forces are in eV/Å.

Highest occupied orbital energy, eV: -8.85
Structure (SMILES): C=C1C2=C(C)[C@H]12.N=C=S
Net charge: 0

---

Below is a structure of composition C7H7NdO6 at a distorted geometry, with properties calculated with the ωB97M-V functional and the def2-TZVPD basis.

Structure (XYZ):
```
21
Properties=species:S:1:pos:R:3:forces:R:3:lowdin_charge:R:1
O 0.45818 0.87944 -4.49025 -0.5832 -1.8859 4.3812 0.186
C 0.27831 0.47451 -3.42169 1.5046 1.8831 -5.3338 -0.073
Nd -0.54041 0.14439 -1.01829 1.8064 -1.0417 0.6029 1.536
O -2.53844 1.74827 -3.73694 1.8739 -2.4597 3.0506 0.197
C -2.03106 1.11813 -2.91791 -3.0535 2.7477 -3.2380 -0.066
C -2.33757 -0.70318 0.53714 -4.2151 -1.8108 3.8704 -0.026
O -3.14532 -1.03599 1.29091 3.3633 1.2990 -3.1348 0.195
C 0.60713 -2.23440 -0.55984 0.0182 0.0867 2.6480 -0.275
O 0.90936 -2.97671 0.31517 -0.4659 1.1128 -2.0031 0.118
C -1.29756 -2.09073 -1.80730 -1.5758 -3.3727 -2.2252 -0.204
O -1.62647 -3.12027 -2.22995 1.1418 3.2385 1.6082 0.168
H 1.37033 -1.77963 -1.31379 0.0564 -0.0689 -0.2813 0.093
C 0.76822 0.66709 3.02093 -0.3418 0.3997 -0.0855 -0.053
C 1.60484 1.17007 1.88025 -0.2905 -0.3795 -0.4002 -0.145
O 0.70957 1.28263 0.62690 0.1934 0.4274 -0.0549 -0.299
H 0.00296 1.39189 3.30023 0.1278 0.1099 0.1086 0.094
H 1.40401 0.47605 3.89503 -0.1801 -0.0945 -0.2684 0.115
H 0.23392 -0.23690 2.71917 0.2886 -0.2325 0.1930 0.076
H 2.00849 2.17150 1.98769 0.1388 -0.0800 0.2540 0.133
H 2.37332 0.44945 1.60174 0.0476 0.2425 -0.0570 0.127
H 0.78821 2.20437 0.32080 0.1451 -0.1210 0.3651 0.102
```
Forces are in eV/Å.

Highest occupied orbital energy (spin up / spin down), eV: -15.49 / -15.88
Multiplicity: 4
Net charge: +2

---

Below is the molecule C7H8, with properties calculated with the ωB97M-V functional and the def2-TZVPD basis.

Structure (XYZ):
```
15
Properties=species:S:1:pos:R:3:forces:R:3:nbo_charge:R:1
C 0.05050 -1.43082 0.61762 -0.0024 -0.0388 0.0032 -0.616
C -0.60329 -0.06494 0.43947 0.2776 -0.0564 0.2610 -0.180
C 0.38499 1.09673 0.23389 -0.0968 0.0389 0.0467 -0.491
C 1.38760 0.87760 -0.81013 0.3716 -0.0740 -0.3128 0.011
C 2.24481 0.71013 -1.63745 -0.3479 0.0529 0.3156 -0.243
C -1.41014 -0.22743 -1.17012 -0.5071 0.1550 0.3861 -0.008
C -2.22774 0.05434 -0.25211 0.2092 -0.1016 -0.4642 -0.362
H 0.64528 -1.68734 -0.26187 -0.1016 0.0367 0.1171 0.238
H 0.70523 -1.41465 1.49707 -0.0507 0.0084 -0.0910 0.209
H -0.70916 -2.20257 0.76830 0.1050 0.1268 -0.0497 0.223
H -1.10767 0.16515 1.39067 0.0385 -0.0024 -0.1067 0.243
H -0.18310 2.00577 0.01286 0.0839 -0.0980 0.0031 0.246
H 0.90266 1.26745 1.18716 -0.0161 -0.0210 -0.1192 0.233
H 2.98962 0.55903 -2.38590 -0.1091 0.0230 0.1058 0.238
H -3.06960 0.29157 0.37057 0.1460 -0.0494 -0.0949 0.259
```
Forces are in eV/Å.

Highest occupied orbital energy, eV: -9.81
Net charge: 0

---

Below is a structure of composition C7H8 at a distorted geometry, with properties calculated with the ωB97M-V functional and the def2-TZVPD basis.

Structure (XYZ):
```
15
Properties=species:S:1:pos:R:3:forces:R:3:nbo_charge:R:1
C -1.03808 -1.13627 -0.25843 -0.2723 1.5876 0.5874 -0.423
C -1.67638 -0.14064 0.72252 1.6786 -0.4725 0.2293 -0.209
C -1.74929 0.93843 -0.31670 -1.0019 0.7628 -0.4328 -0.278
C 0.53386 0.90117 -0.39119 1.3155 0.3093 0.2525 -0.194
C -0.55130 0.16804 -0.84074 -2.7207 -0.2864 -0.8487 0.059
C -0.66466 1.05709 0.63367 -0.2257 0.1425 -0.4528 -0.084
C 1.74190 0.22892 0.10976 0.1270 1.6631 1.8831 -0.621
H -0.31338 -1.86244 -0.06056 0.9122 -1.2503 0.9355 0.197
H -1.87745 -1.48526 -0.76640 -0.8082 -1.2827 -1.6115 0.205
H -2.19567 -0.36193 1.63887 -0.3625 0.2350 0.0809 0.219
H -2.47902 1.53982 -0.83622 -0.0539 0.1742 0.2814 0.231
H 0.72769 1.86245 -0.84460 -0.2186 0.2180 -0.0702 0.233
H 1.44248 -0.69648 0.62604 0.6307 0.5690 0.1985 0.217
H 2.10709 1.10948 0.75041 0.2284 -2.0338 -0.1007 0.229
H 2.47269 0.05415 -0.63118 0.7713 -0.3358 -0.9317 0.217
```
Forces are in eV/Å.

Highest occupied orbital energy, eV: -8.08
Net charge: 0

---

Relative energy (zero: lowest compared OMol25 entry of this formula, charge and spin), record by record: 172.0; 354.8; 451.4; 7.8; 608.0; 625.4 kJ/mol